No. 1
The following is a DFT calculation (ωB97M-V/def2-TZVPD) of a molecular structure, C18H37GdOP3S in a non-equilibrium geometry.

## Properties
ΔE to the lowest compared entry with this formula, charge and spin, eV: 11.210
HOMO energy (spin up / spin down), eV: -15.74 / -17.41
Lowest unoccupied orbital energy (spin up / spin down), eV: -10.704 / -12.861
Spin multiplicity: 8
Total charge: +3
E_tot, eV: -80809.715

```
61
Properties=species:S:1:pos:R:3:mulliken_charge:R:1
Gd 0.8913 -0.5919 -0.4356 -0.46
P 2.3249 0.7796 1.5448 1.01
P -1.1118 -0.3286 2.2198 0.97
P -0.9744 1.7460 -0.9708 0.83
H 2.0498 -2.7497 -3.2408 0.50
C 1.6921 -1.7965 -3.6744 -0.35
C 2.0265 -0.5198 -3.2636 -0.25
H 2.2916 -0.2416 -2.1749 0.00
C 3.7171 -0.1087 2.3848 -1.33
C 1.8768 2.0094 2.8556 -1.22
C 3.2716 1.8926 0.3909 -1.16
C -2.6620 -1.3183 2.1364 -1.42
C -0.6004 -1.0546 3.8424 -1.48
C -1.8686 1.1505 3.0002 -1.74
C -1.2300 2.6317 -2.5628 -1.38
C -0.7840 3.2316 0.1182 -1.05
C -2.8371 1.4775 -0.7616 -1.11
H 1.1278 -2.0533 -4.5739 0.25
H 2.6761 0.0517 -3.9582 0.70
H 4.1579 -0.8267 1.6646 0.37
H 3.3075 -0.6707 3.2483 0.35
H 4.4591 0.6550 2.6984 0.50
H 1.3620 1.4956 3.6887 0.32
H 1.1961 2.7605 2.4150 0.30
H 2.8156 2.4842 3.2040 0.52
H 3.6654 1.3028 -0.4581 0.34
H 4.0938 2.3348 0.9785 0.49
H 2.5876 2.6695 0.0066 0.28
H -3.3127 -1.0354 2.9793 0.44
H -2.4263 -2.3878 2.2101 0.44
H -3.1661 -1.1078 1.1859 0.36
H -1.3411 -0.7016 4.5763 0.53
H 0.4007 -0.7024 4.1238 0.30
H -0.6168 -2.1518 3.7968 0.50
H -2.4585 0.7945 3.8560 0.63
H -2.5274 1.6977 2.3269 0.46
H -1.0907 1.8214 3.3710 0.37
H -2.0859 3.3244 -2.4818 0.51
H -1.4351 1.8677 -3.3180 0.24
H -0.3241 3.1764 -2.8515 0.40
H -1.4392 4.0003 -0.3134 0.46
H 0.2595 3.5813 0.0961 0.32
H -1.0863 3.0109 1.1532 0.24
H -3.3575 2.3270 -1.2565 0.46
H -3.0781 1.4613 0.3176 0.28
H -3.1278 0.5272 -1.2522 0.25
C -0.3318 -1.4204 -2.1130 0.08
C -1.5303 -1.6074 -2.7373 -0.13
C -2.1585 -2.8647 -2.5397 -0.59
C -1.4823 -3.8937 -1.8882 -0.58
C -0.2256 -3.7135 -1.3721 -1.14
C 0.4590 -2.5266 -1.6490 -0.25
S 0.6734 0.9264 -4.8801 0.24
H 0.0032 -0.0745 -5.3523 0.26
H -2.0296 -0.8262 -3.3064 0.50
H -3.2013 -2.9995 -2.7649 0.50
H -1.9635 -4.8575 -1.7215 0.49
H 0.3257 -4.4448 -0.7920 0.53
H 1.5770 -2.6365 -1.5491 1.10
O 1.3330 -2.8203 2.3796 -0.16
C 1.2419 -2.1567 1.4441 0.20
```

---

No. 2
The following is a DFT calculation (ωB97M-V/def2-TZVPD) of 3 unconnected molecules or ions with the total composition C4H14N2O2 in a non-equilibrium geometry.

## Properties
ΔE to the lowest compared entry with this formula, charge and spin, eV: 5.066
HOMO energy, eV: -9.33
Lowest unoccupied orbital energy, eV: 0.474
E_tot, eV: -11445.624

```
22
Properties=species:S:1:pos:R:3:mulliken_charge:R:1
C -1.5542 -0.1193 1.4636 -0.53
O -0.4203 0.6098 2.0692 -0.58
C -2.5088 0.8413 0.7195 -0.34
N -1.9435 1.2750 -0.5405 -0.38
H -2.1083 -0.5981 2.2729 0.37
H -1.1961 -0.9708 0.8597 0.28
H 0.2500 0.3136 1.4334 0.28
H -3.4810 0.3271 0.5848 0.28
H -2.7667 1.6588 1.4500 0.25
H -1.0032 0.9135 -0.8064 0.17
H -0.1349 1.4876 -0.6970 0.47
H -2.5014 1.9612 -1.0878 0.19
C 2.1887 0.0697 -0.1522 -0.84
O 0.7759 0.6686 -0.2236 -0.72
C 2.1754 -1.3664 -0.5659 0.02
N 1.8412 -1.3195 -2.0140 -0.68
H 2.7714 0.6076 -0.7999 0.45
H 2.5641 0.2396 0.8670 0.34
H 3.0751 -1.9999 -0.4375 0.33
H 1.4012 -1.8939 0.0473 0.19
H 1.3670 -2.1695 -2.3055 0.23
H 1.2085 -0.5359 -2.1371 0.24
```

---

No. 3
The following is a DFT calculation (ωB97M-V/def2-TZVPD) of a single C10H9NO2 molecule in a non-equilibrium geometry.

## Properties
Structure (SMILES): CC(O)=C=N[C@@H]1C=CC=CC1=C=O
ΔE to the lowest compared entry with this formula, charge and spin, eV: 4.870
HOMO energy, eV: -7.89
Lowest unoccupied orbital energy, eV: 0.596
E_tot, eV: -16096.340

```
22
Properties=species:S:1:pos:R:3:mulliken_charge:R:1
C 2.6013 -0.7914 -1.1732 -1.15
C 2.3503 0.1459 0.0107 0.11
O 3.4181 0.9536 0.5253 -0.50
C 1.3346 -0.0324 0.8131 0.60
N 0.4174 -0.0380 1.6352 -0.49
C -0.8017 0.6514 1.4977 0.37
C -1.8298 -0.4919 1.3765 -0.76
C -2.6070 -0.6393 0.3164 -0.26
C -2.6087 0.2838 -0.7956 -0.30
C -1.8404 1.3714 -0.7815 -0.49
C -0.9640 1.6498 0.3471 0.09
C -0.2353 2.7421 0.3992 0.44
O 0.4872 3.6508 0.4273 -0.40
H 3.5120 -0.5194 -1.7359 0.35
H 1.8214 -0.9560 -1.8939 0.31
H 2.8630 -1.8296 -0.5943 0.24
H 4.1611 1.0725 -0.0959 0.31
H -1.0540 1.0959 2.3962 0.31
H -1.8215 -1.2496 2.1748 0.35
H -2.9742 -1.7109 0.1539 0.24
H -3.2103 0.2295 -1.7143 0.33
H -1.7794 1.9805 -1.7012 0.31
```